No. 1
The following is a DFT calculation (wB97M-V/def2-TZVPD) of 2 unconnected molecules or ions with the total composition C17H38N3O3 at a distorted geometry.

Geometry as ORCA input:
```
! wB97M-V def2-TZVPD RIJCOSX def2/J DEFGRID3
* xyz 1 1
C -0.8890 0.0987 -4.7708
C -0.3003 -1.0024 -3.9183
N 1.1361 -0.7934 -3.7174
N 1.5806 -1.2667 -2.4342
C 2.3855 -2.4091 -2.5403
O 2.3223 -3.2209 -3.4431
O 3.2086 -2.4796 -1.4702
C 3.3916 -3.8199 -0.9609
C 4.2387 -3.8344 0.3102
C 4.0571 -2.6459 1.2598
O 5.5944 -4.0387 -0.0520
H -0.9843 1.0368 -4.2216
H -1.8891 -0.1816 -5.0912
H -0.3008 0.2743 -5.6673
H -0.4624 -1.9661 -4.3924
H -0.7948 -1.0291 -2.9475
H 1.3131 0.2020 -3.7494
H 2.1181 -0.5470 -1.9668
H 3.9257 -4.3994 -1.7064
H 2.4213 -4.2898 -0.8074
H 3.9378 -4.7254 0.8586
H 5.0158 -2.4592 1.7395
H 3.7643 -1.7308 0.7613
H 3.3622 -2.9096 2.0512
H 6.0801 -3.2142 0.0107
C 0.2037 -1.5101 1.3553
C -1.2283 -1.0898 1.6804
C -1.8359 -0.0941 0.6849
C -1.0926 1.2178 0.4583
N -1.4484 2.3978 1.3409
C -1.6118 2.0393 2.7883
C -0.1957 1.8225 3.2889
C 0.6468 2.8567 2.5175
C -0.2469 3.3272 1.3637
C -2.6174 3.1906 0.8106
C -3.9612 2.4703 0.7302
C -4.2742 1.8657 -0.6400
H 0.9015 -0.6683 1.3360
H 0.5684 -2.2047 2.1117
H 0.2542 -2.0091 0.3890
H -1.2827 -0.7144 2.7046
H -1.8613 -1.9782 1.6664
H -2.8774 0.0870 0.9483
H -1.8649 -0.5904 -0.2858
H -1.2681 1.5786 -0.5549
H -0.0189 1.0668 0.5579
H -2.0728 2.9028 3.2674
H -2.2715 1.1849 2.8958
H 0.1475 0.8147 3.0613
H -0.1320 1.9423 4.3673
H 1.5752 2.4190 2.1572
H 0.9181 3.7036 3.1428
H 0.2275 3.2984 0.3869
H -0.6253 4.3300 1.5413
H -2.3122 3.5629 -0.1676
H -2.6998 4.0435 1.4816
H -4.7276 3.2160 0.9440
H -4.0554 1.7244 1.5196
H -4.3453 2.6506 -1.3934
H -5.2291 1.3437 -0.6165
H -3.5191 1.1535 -0.9740
*
```

The calculation puts the frontier orbital gap at 8.74 eV. The calculation puts the highest occupied orbital energy at -11.27 eV. Its energy above the lowest of the compared OMol25 structures with the same formula, charge and spin is 13.99 kJ/mol.

***

No. 2
The following is a DFT calculation (wB97M-V/def2-TZVPD) of 2 unconnected molecules or ions with the total composition C17H39B3N3O6P at a distorted geometry.

Geometry as ORCA input:
```
! wB97M-V def2-TZVPD RIJCOSX def2/J DEFGRID3
* xyz 0 1
C -3.6504 2.5699 -1.4876
O -3.6371 1.1544 -1.4920
C -4.8777 0.5961 -1.8880
C -4.9308 -0.8858 -1.5303
C -5.4714 -1.2105 -0.1301
C -4.4655 -1.2407 1.0500
C -2.9885 -1.0986 0.6821
C -2.0880 -0.9257 1.9147
C -0.7969 -0.1445 1.5751
B -0.0879 -0.8382 0.3724
O 0.3875 -2.1393 0.4873
B 1.3919 -2.5715 -0.3679
C 2.3919 -3.7061 0.0164
C 2.6604 -3.8722 1.5174
C 3.3358 -2.6944 2.2536
C 4.1785 -1.7235 1.4194
N 5.4561 -1.4049 2.1264
C 5.9865 -0.1544 1.7010
C 5.4246 1.0317 2.4334
O 6.8679 -0.0676 0.8569
O 1.4709 -1.9525 -1.6170
B 0.4845 -1.0262 -1.8822
P -0.3443 -1.0157 -3.6483
N -1.4714 0.0273 -3.9793
O 0.0587 -0.2053 -0.8673
H -4.1544 2.9497 -0.5893
H -2.6185 2.9111 -1.5084
H -4.1729 2.9673 -2.3662
H -5.6960 1.1347 -1.3916
H -4.9906 0.7211 -2.9740
H -3.9434 -1.3178 -1.7132
H -5.5997 -1.3538 -2.2625
H -6.2398 -0.4643 0.1001
H -5.9943 -2.1683 -0.1727
H -4.7121 -0.4374 1.7514
H -4.5965 -2.1803 1.5986
H -2.6707 -1.9915 0.1275
H -2.8692 -0.2290 0.0311
H -2.6306 -0.4007 2.7049
H -1.7893 -1.9011 2.3152
H -1.0280 0.8956 1.3385
H -0.1204 -0.1875 2.4378
H 3.3055 -3.5694 -0.5712
H 1.9609 -4.6489 -0.3480
H 3.2637 -4.7740 1.6629
H 1.7040 -4.0741 2.0080
H 3.9919 -3.1055 3.0254
H 2.5741 -2.1267 2.7966
H 4.4136 -2.1027 0.4244
H 3.6390 -0.7799 1.2872
H 6.1507 -2.0781 1.8105
H 5.6645 1.9446 1.8869
H 4.3414 0.9499 2.5563
H 5.8621 1.0567 3.4320
H -0.7117 -2.3729 -3.8037
H 0.7712 -1.0060 -4.5127
H -1.6843 0.6145 -3.1799
C 0.1139 3.5067 -1.4806
O -0.7373 4.0772 -2.1331
N 1.0135 4.1329 -0.6983
C 2.0126 3.4081 0.0545
C 0.9715 5.5834 -0.6223
H 0.2194 2.4081 -1.4757
H 1.9066 3.5935 1.1259
H 3.0174 3.7041 -0.2524
H 1.8953 2.3409 -0.1268
H 0.0061 5.9198 -0.2440
H 1.1152 6.0231 -1.6091
H 1.7598 5.9249 0.0440
*
```

The calculation puts the frontier orbital gap at 8.72 eV. The calculation puts the highest occupied orbital energy at -8.50 eV.

***

No. 3
The following is a DFT calculation (wB97M-V/def2-TZVPD) of a molecular structure, C17H39Br6NO9P2 at a distorted geometry.

Geometry as ORCA input:
```
! wB97M-V def2-TZVPD RIJCOSX def2/J DEFGRID3
* xyz 0 1
C 0.7642 -1.0934 0.1548
O 1.2781 -2.0879 -0.3491
N 1.2924 0.1480 0.1503
C 0.6878 1.2406 0.9167
C 2.4469 0.4384 -0.6546
H -0.2262 -1.1339 0.6337
H 1.3722 1.4986 1.7309
H -0.2160 0.8535 1.3861
H 0.5075 2.0962 0.2727
H 2.1638 1.1403 -1.4394
H 3.2714 0.8233 -0.0455
H 2.8167 -0.4904 -1.0659
C 2.0694 -1.1040 4.1969
Br 1.8371 0.7885 4.4686
Br 1.5256 -2.0742 5.7510
Br 3.8509 -1.5433 3.6874
H 1.4014 -1.3495 3.3846
C 4.5048 -3.7588 0.1055
Br 4.1237 -4.7012 1.7207
Br 5.6563 -4.8130 -1.0076
Br 5.3510 -2.0935 0.5186
H 3.5869 -3.5290 -0.4148
C -2.7283 -1.2037 -0.9413
C -3.0976 -2.0699 0.2329
O -1.9760 -2.1258 1.1285
P -2.1617 -2.0876 2.6936
O -3.3665 -2.7236 3.2329
O -0.7910 -2.6362 3.1839
C -0.5706 -4.0704 2.9736
C 0.9017 -4.2998 2.8003
O -2.0261 -0.5700 2.9931
C -2.3545 -0.0917 4.3122
C -1.2029 -0.2769 5.2645
H -2.6564 -0.1445 -0.6673
H -1.7362 -1.4585 -1.3120
H -3.5146 -1.2704 -1.6936
H -4.0000 -1.7171 0.7402
H -3.3528 -3.0832 -0.0931
H -0.9536 -4.5693 3.8629
H -1.1214 -4.4109 2.0956
H 1.4447 -4.0759 3.7185
H 1.0489 -5.3739 2.6245
H 1.3002 -3.8046 1.9188
H -2.6378 0.9570 4.2399
H -3.2382 -0.6158 4.6914
H -0.2653 0.0125 4.7781
H -1.3166 0.3081 6.1760
H -1.0973 -1.3206 5.5713
C 0.8249 5.1711 -1.8779
C 1.5357 3.8891 -2.2441
O 0.9386 3.2756 -3.4103
P -0.4250 2.4734 -3.3184
O -0.9726 2.3319 -1.9663
O -0.1353 1.1630 -4.0764
C -0.3346 -0.1295 -3.4621
C 0.8173 -1.0857 -3.6213
O -1.3402 3.1590 -4.3943
C -1.9932 4.3953 -4.1079
C -2.6067 4.9608 -5.3744
H -0.1979 4.9387 -1.5709
H 1.3349 5.6728 -1.0591
H 0.7596 5.8181 -2.7537
H 2.5644 4.0785 -2.5427
H 1.5131 3.1857 -1.4154
H -0.6490 0.0235 -2.4231
H -1.2464 -0.5575 -3.8962
H 1.7954 -0.6754 -3.3676
H 0.6659 -1.9423 -2.9638
H 0.8881 -1.4205 -4.6580
H -2.7256 4.2807 -3.3068
H -1.2645 5.1220 -3.7255
H -3.3811 5.6869 -5.1137
H -1.8667 5.4577 -5.9993
H -3.0953 4.1949 -5.9777
*
```

The calculation puts the frontier orbital gap at 9.43 eV. The calculation puts the highest occupied orbital energy at -9.33 eV. Its energy above the lowest of the compared OMol25 structures with the same formula, charge and spin is 0.00 kJ/mol.

***

No. 4
The following is a DFT calculation (wB97M-V/def2-TZVPD) of 3 unconnected molecules or ions with the total composition C17H39BrNS.

Geometry as ORCA input:
```
! wB97M-V def2-TZVPD RIJCOSX def2/J DEFGRID3
* xyz 1 1
S -0.9135 -6.7303 0.9036
C -1.1373 -5.9685 -0.7513
C -0.2515 -4.7144 -0.9118
C -1.0539 -3.5349 -1.4552
C -2.2280 -3.2405 -0.5443
N -3.0176 -4.4868 -0.2093
Br -4.8868 -4.1805 -0.3597
C -2.6091 -5.6711 -0.9929
H -0.9077 -5.6059 1.6363
H -0.8454 -6.7490 -1.4387
H 0.5860 -4.9123 -1.5657
H 0.1188 -4.4154 0.0584
H -1.3407 -3.6583 -2.4941
H -0.4190 -2.6580 -1.4012
H -2.8702 -2.4806 -0.9629
H -1.8513 -2.8372 0.3890
H -2.8538 -4.7110 0.7760
H -3.1770 -6.5147 -0.6235
H -2.8566 -5.5420 -2.0402
C -4.4291 -0.2384 1.1273
C -3.4445 0.5166 2.0162
C -3.5570 2.0342 1.8941
C -3.2677 2.5851 0.4966
C -1.8987 2.2110 -0.0695
C -0.7284 2.7355 0.7573
H -4.2577 -0.0287 0.0690
H -4.3229 -1.3170 1.2738
H -5.4591 0.0319 1.3636
H -2.4232 0.1977 1.7846
H -3.6210 0.2367 3.0577
H -2.8812 2.4946 2.6187
H -4.5645 2.3421 2.1881
H -3.3539 3.6744 0.5306
H -4.0421 2.2480 -0.1987
H -1.8232 2.6123 -1.0830
H -1.8162 1.1228 -0.1675
H -0.7641 3.8232 0.8346
H 0.2187 2.4627 0.2914
H -0.7293 2.3228 1.7675
C 3.1160 0.8779 0.0777
C 3.8890 1.9888 0.7827
C 3.6362 3.3738 0.1894
C 4.0545 3.5345 -1.2731
C 5.5237 3.2283 -1.5594
C 6.4913 4.1496 -0.8222
H 3.4081 0.7842 -0.9693
H 3.3016 -0.0846 0.5585
H 2.0415 1.0709 0.1158
H 4.9570 1.7581 0.7653
H 3.5996 2.0068 1.8367
H 4.1509 4.1186 0.8015
H 2.5690 3.6055 0.2723
H 3.8398 4.5619 -1.5822
H 3.4292 2.8968 -1.9053
H 5.6930 3.3261 -2.6346
H 5.7483 2.1871 -1.3109
H 6.3103 5.1933 -1.0854
H 7.5235 3.9134 -1.0826
H 6.3971 4.0527 0.2603
*
```

The calculation puts the frontier orbital gap at 7.45 eV. The calculation puts the highest occupied orbital energy at -12.42 eV.

***

No. 5
The following is a DFT calculation (wB97M-V/def2-TZVPD) of a molecular structure, C17H39Cr2F3KN3O16S3 at a distorted geometry.

Geometry as ORCA input:
```
! wB97M-V def2-TZVPD RIJCOSX def2/J DEFGRID3
* xyz 0 9
Cr 0.0136 3.9388 -3.9840
Cr -0.3421 0.5408 -0.7020
K 0.1019 4.7396 0.8998
S 1.8405 2.8885 -1.3593
O 0.8711 2.1549 -0.5822
O 1.3203 3.2005 -2.6818
O 2.1808 4.1061 -0.6781
O 3.0310 2.0425 -1.5760
S -2.2597 3.0590 -1.5951
O -3.6532 3.2451 -2.0484
O -1.8655 3.7515 -0.3615
O -1.9398 1.6625 -1.3447
O -1.4302 3.6167 -2.6521
C 1.2741 -0.1967 -5.1275
F 1.3069 0.0138 -6.4505
F 1.2458 -1.5016 -4.9184
F 2.3497 0.3064 -4.6044
S -0.3296 0.5595 -4.3255
O -1.4441 -0.0386 -5.0244
O -0.3100 0.3313 -2.8659
O -0.3193 1.9850 -4.5212
O -6.2046 -0.3450 0.0147
C -5.5778 0.6115 0.3782
O -4.5295 0.3976 1.2303
C -3.9968 1.6349 1.6358
C -4.9112 2.7937 1.0936
C -5.7808 2.0690 0.0576
H -3.0304 1.7953 1.1579
H -3.9755 1.7800 2.7158
H -4.3108 3.5491 0.5865
H -5.4985 3.2211 1.9063
H -5.1668 1.9386 -0.8336
H -6.7192 2.5784 -0.1615
C 3.5010 2.3016 3.1880
C 2.9773 1.1103 2.4020
C 3.3085 -0.0933 3.2388
O 2.7118 -1.2279 2.6450
C 3.3710 -2.4907 2.9441
N 1.5974 1.4514 1.9956
H 3.0414 2.3472 4.1752
H 3.2148 3.1789 2.6080
H 4.5817 2.1916 3.2785
H 3.5311 0.8691 1.4946
H 2.9249 0.0237 4.2523
H 4.3971 -0.1259 3.2818
H 4.3998 -2.3215 2.6260
H 2.8756 -3.3383 2.4706
H 3.5263 -2.6140 4.0159
H 1.0960 1.8267 2.7880
H 1.6020 2.2300 1.3522
C 3.3379 -1.5628 -1.8390
C 1.8081 -1.5647 -1.7635
C 1.2795 -3.0035 -1.4453
O 1.6329 -3.3657 -0.0846
C 1.1222 -4.5964 0.4847
N 1.4327 -0.7280 -0.6150
H 3.7357 -0.5648 -2.0228
H 3.5113 -2.1732 -2.7252
H 3.7464 -2.2005 -1.0551
H 1.2849 -1.1202 -2.6101
H 1.7426 -3.6456 -2.1945
H 0.2212 -3.0682 -1.6980
H 0.9012 -5.3903 -0.2286
H 0.2535 -4.4858 1.1337
H 1.8626 -5.1448 1.0672
H 1.7855 -1.4078 0.0433
H 2.0832 0.0430 -0.5642
C -1.2009 -1.6587 3.1029
C -0.9424 -1.1758 1.6247
C -1.8493 -1.8270 0.4940
O -1.5624 -1.1743 -0.8027
C -2.2428 -1.8030 -1.9275
N -0.9504 0.1919 1.5171
H -0.5529 -1.3168 3.9098
H -1.1305 -2.7462 3.1247
H -2.2030 -1.3208 3.3671
H 0.0972 -1.3514 1.3479
H -2.9256 -1.6772 0.5801
H -1.7551 -2.9074 0.3851
H -3.3182 -1.6253 -1.9302
H -2.1594 -2.8894 -1.9576
H -1.9743 -1.4070 -2.9069
H -1.6094 0.5496 2.1937
H -0.0605 0.3698 1.9605
*
```

Its expectation value of S² is 20.017. The calculation puts the frontier orbital gap (spin up / spin down) at 5.46 / 7.70 eV. The calculation puts the highest occupied orbital energy (spin up / spin down) at -6.61 / -8.85 eV.

***

No. 6
The following is a DFT calculation (wB97M-V/def2-TZVPD) of a molecular structure, C17H39LuO2P3 at a distorted geometry.

Geometry as ORCA input:
```
! wB97M-V def2-TZVPD RIJCOSX def2/J DEFGRID3
* xyz 3 1
Lu -1.5446 -1.2806 1.2576
P 0.9535 -1.8721 2.1355
P -0.9088 1.4903 2.1045
P 2.0518 1.7626 -2.3159
H -3.5019 -3.1910 0.8356
C -2.6235 -2.8850 0.2476
C -1.3215 -3.3475 0.6086
H -1.1869 -3.9546 1.5164
C 1.0181 -3.1724 3.4168
C 2.0786 -0.6179 2.8328
C 2.0024 -2.5666 0.8025
C -2.0677 2.6096 1.2371
C -1.4260 1.7328 3.8445
C 0.6120 2.5075 2.0012
C 2.6066 0.7675 -3.6914
C 3.3981 2.2255 -1.2275
C 1.1048 3.1826 -2.8396
H -2.8519 -2.6935 -0.8098
H -0.5829 -3.5413 -0.1711
H 0.3907 -4.0228 3.1253
H 0.6390 -2.7616 4.3614
H 2.0541 -3.5081 3.5511
H 1.5880 -0.1005 3.6667
H 2.3426 0.1186 2.0650
H 2.9902 -1.1118 3.1917
H 1.4681 -3.3601 0.2681
H 2.9194 -2.9786 1.2395
H 2.2515 -1.7729 0.0866
H -1.8987 3.6486 1.5487
H -3.1025 2.3251 1.4624
H -1.9107 2.5325 0.1539
H -1.0490 2.6933 4.2188
H -1.0069 0.9285 4.4657
H -2.5226 1.7160 3.9249
H 0.3587 3.5732 2.0999
H 1.0914 2.3460 1.0299
H 1.3185 2.2284 2.7930
H 3.6370 1.0418 -3.9576
H 1.9376 0.9290 -4.5471
H 2.5561 -0.2865 -3.3901
H 4.3239 2.2661 -1.8144
H 3.5051 1.4778 -0.4300
H 3.1916 3.2055 -0.7845
H 1.4745 3.5086 -3.8207
H 1.2375 3.9865 -2.1009
H 0.0428 2.9182 -2.9034
C -1.0108 -0.3618 -1.9327
C -2.0339 0.4904 -2.4394
C -2.5240 0.3056 -3.7279
C -2.0593 -0.7534 -4.5279
C -1.0794 -1.6142 -4.0184
C -0.5587 -1.4447 -2.7417
O -0.3899 -0.0935 -0.7764
H 1.1348 0.9649 -1.5843
H -2.3986 1.2993 -1.8009
H -3.2634 1.0050 -4.1214
H -2.4519 -0.8884 -5.5360
H -0.7164 -2.4483 -4.6276
H 0.2049 -2.0992 -2.3398
O -3.2117 -1.0035 2.7102
H -4.1714 -1.0109 2.5024
H -3.1082 -1.0439 3.6726
*
```

The calculation puts the frontier orbital gap (spin up / spin down) at 4.83 / 8.19 eV. The calculation puts the highest occupied orbital energy (spin up / spin down) at -16.36 / -17.58 eV. Its energy above the lowest of the compared OMol25 structures with the same formula, charge and spin is 0.00 kJ/mol.

***

No. 7
The following is a DFT calculation (wB97M-V/def2-TZVPD) of 4 unconnected molecules or ions with the total composition C17H39N2O8S.

Geometry as ORCA input:
```
! wB97M-V def2-TZVPD RIJCOSX def2/J DEFGRID3
* xyz -1 1
C -1.4962 0.9011 3.8974
C -0.1380 0.4133 3.4707
N 0.6824 0.0055 4.3504
C 0.1907 0.4906 1.9986
C 0.9235 1.8082 1.6561
N 0.0720 2.6461 0.7569
S -0.1343 4.2733 1.2773
C 2.2578 1.4827 0.9403
O 3.2991 1.7280 1.5660
O 2.1070 1.0015 -0.2076
H -1.8430 0.3252 4.7530
H -1.4439 1.9548 4.1735
H -2.2106 0.7980 3.0830
H 1.5580 -0.2454 3.8886
H -0.7142 0.4165 1.4010
H 0.8248 -0.3603 1.7481
H 1.1276 2.3564 2.5729
H 0.5640 2.7032 -0.1301
H 1.1365 4.6263 1.5544
C -4.3688 -1.3115 -2.9006
O -3.6310 -0.1782 -3.3072
C -3.3377 0.7174 -2.2415
C -1.9467 0.5250 -1.6823
O -1.7866 -0.7486 -1.0806
C -1.1067 -1.6835 -1.8937
H -4.3117 -2.0460 -3.7033
H -3.9615 -1.7529 -1.9882
H -5.4219 -1.0525 -2.7350
H -4.0784 0.6069 -1.4425
H -3.4193 1.7330 -2.6398
H -1.7704 1.2765 -0.9063
H -1.1969 0.6748 -2.4649
H -0.0335 -1.4655 -1.9122
H -1.4937 -1.6888 -2.9165
H -1.2566 -2.6689 -1.4533
C -0.5162 -3.1619 5.2432
O -0.4550 -3.0988 3.8306
C 0.6929 -3.7070 3.2734
C 0.4008 -5.0876 2.7294
O 0.0183 -6.0056 3.7445
C -1.3808 -6.1684 3.8560
H -1.5313 -2.8919 5.5325
H -0.2971 -4.1660 5.6179
H 0.1756 -2.4401 5.6883
H 1.4999 -3.7536 4.0116
H 1.0301 -3.0724 2.4477
H 1.3077 -5.4816 2.2611
H -0.3776 -5.0266 1.9617
H -1.7649 -6.8002 3.0459
H -1.9015 -5.2085 3.8393
H -1.5790 -6.6608 4.8073
C 1.6156 2.1441 -3.1668
O 1.7352 3.5664 -3.1470
C 3.0744 4.0138 -3.1572
C 3.5152 4.4672 -4.5328
O 3.5375 3.4112 -5.4815
C 2.3713 3.3435 -6.2751
H 0.5735 1.9163 -3.3939
H 2.2479 1.7021 -3.9422
H 1.8784 1.7257 -2.1909
H 3.7429 3.2355 -2.7773
H 3.1396 4.8700 -2.4772
H 4.5344 4.8612 -4.4665
H 2.8621 5.2744 -4.8834
H 2.3778 4.1263 -7.0445
H 1.4667 3.4402 -5.6711
H 2.3641 2.3709 -6.7653
*
```

The calculation puts the frontier orbital gap at 7.55 eV. The calculation puts the highest occupied orbital energy at -4.91 eV.